# 1
Here is a cluster of 2 separate species, C15H24F3NO10PS in total from the OMol25 dataset. Energies are from ωB97M-V/def2-TZVPD.

```
! wB97M-V def2-TZVPD RIJCOSX def2/J DEFGRID3
* xyz -1 1
H 3.039 3.873 -3.031
O 0.495 -3.507 -0.619
C 2.751 3.155 -2.130
N -1.241 -1.632 -0.896
H -3.138 -2.350 -1.923
O -0.028 5.138 3.936
O -1.138 7.169 3.276
C -4.388 1.021 0.908
H 2.382 -1.189 0.299
H 3.736 -2.904 1.132
H -1.074 2.191 -0.229
H 0.603 3.619 0.961
H 3.755 -4.885 -0.461
C 1.595 3.338 0.374
C -2.200 -2.752 -1.351
C -1.696 -0.166 -0.795
H 3.221 -4.393 2.257
C 2.895 -3.723 1.348
H 2.463 3.989 0.821
O -0.040 5.805 1.623
C -3.256 0.325 -1.144
H 1.642 -4.557 -2.082
O 1.266 7.040 3.226
C 1.488 3.753 -1.226
C 2.704 -4.554 -0.065
H 2.079 -5.530 0.223
H -1.648 -3.488 -2.110
O -4.111 -2.938 0.883
H -1.251 -3.100 1.675
O -3.568 -5.287 -0.279
H 0.454 3.372 -1.631
S 0.015 6.288 3.015
H -3.216 1.466 -1.401
F -5.485 0.547 1.833
H -2.794 -5.928 -0.368
C 0.864 0.687 0.118
H 2.183 1.516 1.785
C 0.191 -2.072 -0.526
C 1.986 1.767 0.636
F -4.871 2.317 0.358
H -3.600 -0.230 -2.133
F -3.177 1.149 1.775
C 1.276 -0.912 0.000
O -1.705 -3.975 1.433
H 3.677 3.050 -1.392
H 1.497 1.736 -2.855
O -4.214 -0.045 -0.090
H 1.589 4.941 -1.273
C -0.687 1.067 -0.302
H 3.003 1.476 0.084
P -2.888 -3.716 0.182
O 2.476 1.777 -2.630
H 1.930 -3.117 1.675
C 1.818 -3.771 -1.201
H 2.341 -2.850 -1.697
*
```

For the HOMO energy, the calculation gives -2.7441 eV. For the total energy, the calculation gives -2431.7302 a.u. The calculation puts the orbital gap at 1.9567 eV.

Results of the Löwdin charge analysis, in e, for atoms 1 through 4: atom 1 (H): 0.120, atom 2 (O): -0.168, atom 3 (C): -0.231, atom 4 (N): -0.063

***

# 2
Here is a cluster of 4 separate species, C20H31BF3IO11 in total from the OMol25 dataset. Energies are from ωB97M-V/def2-TZVPD.

```
! wB97M-V def2-TZVPD RIJCOSX def2/J DEFGRID3
* xyz 0 1
C 1.004 -8.644 4.901
O 1.869 2.941 -5.548
H -3.187 1.295 3.057
O -1.718 -10.264 3.653
F -0.177 8.465 -1.521
H -1.074 3.867 1.547
H 1.765 2.826 0.399
H -2.948 2.862 2.036
H -0.871 0.159 0.042
C -0.071 2.106 -1.063
I 1.134 3.762 3.241
H -0.096 -5.523 3.330
H 2.429 5.332 -4.221
C -0.944 -0.185 -2.220
C -0.304 2.974 1.730
O 0.555 -10.358 3.468
H -0.045 -6.303 1.526
C -0.124 -2.761 -0.384
C -2.310 6.479 0.062
H -0.629 2.988 -1.622
H -2.229 1.170 -0.871
O -3.431 6.124 0.388
C -0.613 -9.827 3.928
C 1.527 -9.365 3.706
H 1.326 -7.600 4.930
H 0.341 4.173 -6.155
H -0.859 1.786 3.596
O -0.395 -8.739 4.728
C -0.642 7.831 -0.422
C 0.463 -2.549 -1.936
C 1.691 2.696 -4.214
C 0.562 -4.040 1.585
H 1.586 -2.933 -1.883
H 1.976 4.764 -6.531
F 2.700 -9.977 3.986
C 1.458 4.873 -4.438
H -1.010 0.488 -3.201
C -0.122 6.436 -0.352
H -2.969 1.146 1.190
O -1.177 5.746 0.287
O 0.732 -3.012 2.419
H 1.335 -0.424 -1.610
C 0.448 -5.551 2.293
H 1.287 -9.125 5.843
F 0.471 5.780 -4.265
H 0.911 -0.830 -3.406
H 0.856 1.796 -1.749
C -2.609 1.741 2.131
H -1.785 -1.007 -2.258
H 1.574 -5.912 2.427
B 0.582 2.638 0.365
H 0.168 -1.779 0.189
O 1.234 3.798 -3.555
H -0.504 0.632 2.143
O 0.515 -3.987 0.117
C -1.090 0.826 -0.896
H -0.083 -3.220 -2.725
O 1.921 1.625 -3.678
H 0.802 6.365 0.229
H 0.051 5.998 -1.341
H -0.437 8.431 0.471
H 1.638 -8.737 2.815
C 0.507 -0.949 -2.290
C -0.993 1.657 2.424
O -2.034 7.657 -0.565
C 1.370 4.241 -5.786
H -1.305 -2.872 -0.475
*
```

For the HOMO energy, the calculation gives -8.9368 eV. For the total energy, the calculation gives -2230.2674 a.u. The relative energy (zero: lowest compared OMol25 entry of this formula, charge and spin) comes out at 143.6 kcal/mol. The calculation puts the orbital gap at 9.2057 eV.

Results of the Löwdin charge analysis, in e, for atoms 1 through 4: atom 1 (C): -0.081, atom 2 (O): 0.083, atom 3 (H): 0.082, atom 4 (O): 0.149

***

# 3
Here is the molecule C5H8O2S from the OMol25 dataset. Energies are from ωB97M-V/def2-TZVPD.

```
! wB97M-V def2-TZVPD RIJCOSX def2/J DEFGRID3
* xyz 0 1
H -1.027 2.081 1.354
H 1.788 -1.469 -0.722
C 1.505 0.332 0.220
O -2.011 -0.069 -0.910
H -1.269 -1.558 -0.484
H -0.194 -2.472 0.682
S -0.949 -0.343 1.734
C -1.471 1.073 -0.507
H 2.269 0.934 -0.363
H -1.265 1.781 -1.281
H 1.755 -0.188 1.035
C 0.843 -0.785 -0.546
O 0.667 1.517 0.405
C -0.324 -1.458 0.100
H 0.416 -0.560 -1.527
C -0.732 1.183 0.810
*
```

For the HOMO energy, the calculation gives -9.1163 eV. For the total energy, the calculation gives -743.8501 a.u. The relative energy (zero: lowest compared OMol25 entry of this formula, charge and spin) comes out at 86.2 kcal/mol. The calculation puts the orbital gap at 9.1374 eV.

Results of the Löwdin charge analysis, in e, for atoms 1 through 4: atom 1 (H): 0.114, atom 2 (H): 0.158, atom 3 (C): -0.210, atom 4 (O): -0.113

***

Repeat the third record exactly.
Here is the molecule C5H8O2S from the OMol25 dataset. Energies are from ωB97M-V/def2-TZVPD.

```
! wB97M-V def2-TZVPD RIJCOSX def2/J DEFGRID3
* xyz 0 1
H -1.027 2.081 1.354
H 1.788 -1.469 -0.722
C 1.505 0.332 0.220
O -2.011 -0.069 -0.910
H -1.269 -1.558 -0.484
H -0.194 -2.472 0.682
S -0.949 -0.343 1.734
C -1.471 1.073 -0.507
H 2.269 0.934 -0.363
H -1.265 1.781 -1.281
H 1.755 -0.188 1.035
C 0.843 -0.785 -0.546
O 0.667 1.517 0.405
C -0.324 -1.458 0.100
H 0.416 -0.560 -1.527
C -0.732 1.183 0.810
*
```

For the HOMO energy, the calculation gives -9.1163 eV. For the total energy, the calculation gives -743.8501 a.u. The relative energy (zero: lowest compared OMol25 entry of this formula, charge and spin) comes out at 86.2 kcal/mol. The calculation puts the orbital gap at 9.1374 eV.

Results of the Löwdin charge analysis, in e, for atoms 1 through 4: atom 1 (H): 0.114, atom 2 (H): 0.158, atom 3 (C): -0.210, atom 4 (O): -0.113